Entry 1:
{"formula": "C14H33BIO3P2Tc", "method": "the ωB97M-V functional and the def2-TZVPD basis", "symbols": ["C", "I", "H", "H", "H", "Tc", "P", "C", "C", "H", "H", "H", "H", "H", "H", "C", "H", "H", "H", "P", "C", "C", "H", "H", "H", "C", "H", "H", "H", "H", "H", "H", "C", "O", "C", "C", "C", "O", "B", "O", "C", "C", "C", "H", "H", "H", "H", "H", "H", "H", "H", "H", "H", "H", "H"], "coordinates": [[-0.32468, -0.53364, -3.64072], [1.82156, -0.88507, 0.83807], [0.50696, -0.44165, -4.34833], [-0.99835, 0.31126, -3.81585], [-0.85639, -1.45888, -3.88174], [0.45631, -0.51523, -1.69162], [0.65351, 1.84109, -1.66709], [-0.79655, 2.69401, -0.94364], [2.11877, 2.43819, -0.76027], [2.31840, 3.47930, -1.05358], [1.07095, 3.65735, -3.17461], [2.98733, 1.79807, -0.96880], [1.68689, 2.10579, -3.82850], [-0.95959, 2.41724, 0.10183], [1.91663, 2.41474, 0.31634], [0.85255, 2.59373, -3.31397], [-0.60146, 3.77633, -0.91940], [-0.06718, 2.46347, -3.89184], [-1.72138, 2.45305, -1.49250], [0.62707, -2.87840, -1.64229], [-0.78428, -3.73535, -0.85415], [0.82853, -3.71673, -3.25407], [2.94095, -2.89884, -0.91278], [2.28405, -4.55530, -0.98493], [1.85421, -3.46787, 0.37887], [2.07134, -3.52544, -0.69663], [1.63493, -3.22272, -3.80629], [1.08651, -4.77262, -3.10466], [-0.62356, -4.82183, -0.85146], [-1.69750, -3.50283, -1.41309], [-0.09955, -3.63516, -3.82740], [-0.89314, -3.37185, 0.17428], [-1.34636, -0.45772, -1.01322], [-2.50827, -0.61549, -0.96719], [-0.36530, 2.72111, 3.24313], [-0.05781, 1.34948, 2.68575], [1.04183, 0.80182, 3.57912], [0.33774, 1.60836, 1.33423], [-0.19419, 0.30762, 0.29464], [-1.10140, -0.21880, 1.17238], [-1.23441, 0.35741, 2.50344], [-1.26550, -0.84295, 3.41622], [-2.58618, 1.04126, 2.48755], [0.56984, 3.29096, 3.29528], [-0.73972, 2.55012, 4.25021], [-1.08370, 3.30342, 2.65982], [1.92100, 1.44728, 3.53449], [0.61831, 0.87575, 4.58092], [1.35170, -0.23667, 3.42024], [-1.32066, -0.47220, 4.44782], [-2.16446, -1.44387, 3.21011], [-0.39208, -1.50009, 3.26914], [-2.65417, 1.84877, 1.74250], [-3.40102, 0.32972, 2.29078], [-2.71903, 1.45049, 3.49345]], "forces_ev_per_angstrom": [[-0.6798, 0.0013, 0.6934], [0.0771, 0.8763, -1.1142], [0.4964, 0.0445, 0.2362], [-0.0579, -0.1545, -0.0796], [-0.0926, 0.1514, 0.0532], [-0.4318, 0.8050, 1.1757], [0.9690, 2.9096, -0.0328], [-0.3329, 0.0819, -0.0743], [0.0443, -0.0322, 0.2683], [0.0166, -0.3339, -0.0425], [-0.0610, -0.1332, 0.0207], [-0.1537, 0.3214, -0.0868], [-0.0969, 0.1863, -0.0242], [-0.1190, 0.1529, -0.3628], [0.2662, 0.0673, -0.4777], [-0.1996, -0.6046, -0.1214], [-0.1393, -0.2124, -0.3410], [0.1976, 0.1251, -0.0237], [0.3426, 0.3146, -0.0358], [0.9742, -3.6324, 0.1083], [-0.2847, 0.6884, 0.0102], [-0.0495, 0.6179, -0.1924], [0.0834, -0.2830, -0.0086], [-0.1015, 0.0176, -0.0232], [0.1054, -0.4066, -0.4551], [-0.1673, 0.2798, -0.0742], [-0.0841, -0.1990, -0.0579], [-0.1125, 0.2641, 0.1069], [0.1525, 0.2839, -0.0871], [0.0579, -0.1519, 0.1335], [0.1596, -0.0950, 0.0049], [-0.0475, -0.1504, -0.1162], [-6.3008, -2.3885, -2.2764], [4.6162, 0.9971, -0.1903], [-0.0685, 1.0447, 0.1502], [-0.6261, -0.7362, -1.7359], [0.9670, 0.0063, 0.6149], [0.7892, -1.8162, -0.5215], [0.9156, 0.5827, 5.2721], [1.0340, 0.3122, -1.8691], [-1.4363, -0.3208, 0.0637], [-0.0158, -0.2783, 0.3327], [-0.2768, 0.2928, 0.3977], [-0.2600, -0.0901, 0.1377], [-0.0977, 0.2865, 0.0860], [0.0330, -0.2765, 0.1223], [-0.0566, -0.0362, 0.0221], [0.2536, -0.0783, 0.0846], [-0.3635, 0.3298, -0.1348], [0.0703, -0.4072, -0.1050], [0.2886, 0.3040, 0.1311], [-0.2903, 0.3295, 0.2767], [0.0932, -0.1545, 0.2970], [0.3892, 0.1439, 0.0967], [-0.3890, 0.1528, -0.2325]], "nbo_charge": [-0.855, 0.397, 0.277, 0.262, 0.267, 0.229, 1.153, -0.949, -0.951, 0.292, 0.294, 0.269, 0.274, 0.268, 0.280, -0.915, 0.305, 0.272, 0.278, 1.074, -0.927, -0.926, 0.253, 0.291, 0.250, -0.927, 0.266, 0.293, 0.300, 0.267, 0.269, 0.255, 0.614, -0.284, -0.610, 0.233, -0.612, -0.424, 0.734, -0.826, 0.272, -0.636, -0.636, 0.257, 0.265, 0.245, 0.257, 0.271, 0.229, 0.257, 0.259, 0.218, 0.216, 0.259, 0.253], "homo_lumo_gap_ev": [7.51, 4.99], "total_energy_ev": -50717.9056, "multiplicity": 4, "max_force_ev_per_a": 7.11, "total_charge": 3, "relative_energy_kcal_mol": 0.0}

---

Entry 2:
{"formula": "C14H33Cl2N3OP3Pm", "method": "the ωB97M-V functional and the def2-TZVPD basis", "symbols": ["C", "C", "H", "H", "H", "O", "Cl", "Pm", "P", "C", "C", "H", "H", "H", "H", "H", "H", "C", "H", "H", "H", "P", "C", "C", "H", "H", "H", "C", "H", "H", "H", "H", "H", "H", "Cl", "C", "N", "C", "N", "C", "N", "C", "P", "C", "C", "H", "H", "H", "H", "H", "H", "H", "H", "H", "H", "H", "H"], "coordinates": [[1.16681, -0.00536, -5.94367], [0.84869, 0.19960, -4.49280], [2.25353, -0.00170, -6.07773], [0.72440, 0.78573, -6.56731], [0.77446, -0.98145, -6.27855], [1.61347, 0.25490, -3.54984], [-0.89608, 0.37146, -4.18965], [0.06933, -0.06331, -0.28057], [-0.19152, 2.82586, -0.22522], [0.83194, 4.10742, 0.57285], [-0.03256, 3.38395, -1.97771], [-0.23942, 4.46564, -2.00502], [-1.82052, 4.60758, -0.22944], [-0.73643, 2.83529, -2.61067], [-2.62387, 2.99528, -0.41853], [1.87847, 3.98510, 0.27141], [0.98431, 3.17691, -2.33224], [-1.85640, 3.55758, 0.12196], [0.45940, 5.09153, 0.25067], [-2.07042, 3.52978, 1.19685], [0.76978, 4.03044, 1.67432], [0.11896, -2.95275, 0.12306], [1.24351, -4.05110, 1.05742], [-1.47272, -3.73498, 0.60336], [-0.42860, -3.28227, -2.23948], [0.10775, -4.80774, -1.44147], [1.30284, -3.55487, -1.93104], [0.29170, -3.72354, -1.54516], [-2.28504, -3.33176, -0.01290], [-1.37814, -4.82430, 0.45480], [0.95455, -5.09875, 0.85946], [1.17589, -3.85343, 2.14295], [-1.69725, -3.52503, 1.65822], [2.28043, -3.88195, 0.73787], [-2.32328, -0.32025, -1.00493], [1.13911, -0.01314, 5.52826], [1.19732, 1.16593, 4.61287], [-0.01645, 1.99377, 4.78456], [-1.27096, 1.21580, 4.61498], [-1.24508, 0.05476, 5.54515], [-0.07254, -0.82908, 5.33432], [-0.10689, -1.50774, 4.01518], [-0.07834, -0.25569, 2.58963], [1.41010, 0.76126, 3.20819], [-1.51119, 0.80811, 3.22484], [1.13784, 0.36340, 6.57204], [2.02865, -0.62955, 5.33546], [0.00512, 2.84678, 4.07778], [-0.00778, 2.40674, 5.80165], [-2.16107, -0.52522, 5.37614], [-1.19882, 0.44440, 6.58442], [0.74509, -2.19622, 3.95067], [-1.00939, -2.13517, 3.96811], [1.56958, 1.65563, 2.57569], [2.32121, 0.14613, 3.12528], [-2.43908, 0.22690, 3.14901], [-1.66362, 1.70022, 2.58678]], "forces_ev_per_angstrom": [[0.4459, -0.0633, -0.0619], [0.8053, 0.1265, 0.7648], [-0.2248, -0.0081, 0.0936], [-0.0193, -0.2973, 0.3185], [-0.0063, 0.4285, 0.1858], [-1.2169, -0.2024, -0.9734], [0.1474, -0.0672, 0.1070], [-0.7604, -0.5592, -1.1018], [-0.7736, 2.0049, -0.2558], [0.3710, -0.2555, 0.5259], [0.2255, -0.4671, 0.0986], [0.0909, -0.4271, -0.0773], [-0.1133, -0.5735, 0.2208], [0.0468, 0.1994, 0.0295], [0.0288, 0.1775, 0.1155], [-0.1463, 0.1617, 0.1112], [-0.1765, 0.1811, -0.0525], [0.1897, -0.3072, 0.0197], [0.1864, -0.3219, 0.1371], [-0.0347, 0.0779, -0.2503], [0.0412, 0.1139, -0.4969], [-0.2662, -1.8845, -0.3332], [0.3890, 0.2841, 0.4183], [-0.2055, 0.4416, 0.1556], [0.0175, -0.1556, 0.0094], [0.0802, 0.4894, -0.1550], [-0.1421, -0.1254, -0.0110], [0.1410, 0.2135, 0.0899], [0.1196, -0.1720, 0.1531], [-0.0673, 0.4758, 0.0629], [0.1683, 0.4868, 0.0876], [0.0348, -0.1447, -0.4841], [0.0047, -0.1174, -0.2619], [-0.2132, -0.1652, 0.1361], [0.8415, 0.1085, 0.4737], [-0.0786, 0.3319, -0.4210], [-0.0946, -0.2797, -0.2648], [-0.1018, -0.3521, -0.1969], [0.3747, -0.1518, 0.0042], [0.1647, 0.1517, -0.4025], [-0.1387, 0.4475, -0.7186], [0.0178, 0.0542, 0.7241], [0.0130, 0.4154, 0.8102], [-0.4253, 0.1482, 0.5768], [0.3357, 0.4063, 0.3122], [0.0868, -0.2694, -0.6375], [-0.2155, 0.1752, 0.2408], [-0.0367, -0.4750, 0.2577], [-0.0094, -0.1688, -0.2405], [0.1726, 0.1348, 0.2663], [-0.1309, -0.3088, -0.6667], [-0.0378, 0.2773, -0.0830], [0.1305, 0.3289, -0.1295], [-0.1808, -0.2818, 0.2913], [-0.3110, 0.1207, 0.1046], [0.2203, -0.0103, 0.0825], [0.2359, -0.3508, 0.2907]], "lowdin_spin": [0.000, 0.000, 0.000, 0.000, 0.000, 0.000, 0.000, 4.051, -0.007, -0.001, -0.001, 0.000, 0.000, 0.000, 0.000, 0.000, 0.000, 0.000, 0.000, 0.000, 0.000, -0.006, -0.001, -0.001, 0.000, 0.000, 0.000, 0.000, 0.000, 0.000, 0.000, 0.000, 0.000, 0.000, -0.023, 0.000, 0.000, 0.000, 0.000, 0.000, -0.002, -0.002, -0.007, 0.001, 0.000, 0.000, 0.000, 0.000, 0.000, 0.000, 0.000, 0.000, 0.000, 0.000, 0.000, 0.000, 0.000], "homo_lumo_gap_ev": [6.91, 7.22], "total_energy_ev": -91024.8689, "multiplicity": 5, "max_force_ev_per_a": 2.16, "total_charge": 2}